Below is a cluster of 2 separate species, C9H13NSi in total at a distorted geometry, with properties calculated with ωB97M-V/def2-TZVPD.

Values from the calculation:
- HOMO (alpha / beta): -7.603 / -8.325 eV
- Charge: 0
- Electronic energy: -694.84255 Ha
- Molecular weight: 163.30 g/mol
- ΔE to the lowest compared entry with this formula, charge and spin: 295.9 kJ/mol

Geometry (Å):
Si  0.43348  -0.74967  1.46161
C  -2.00165  1.53948  -3.32445
H  1.63791  -2.67958  0.27542
C  -0.60300  -0.09042  -2.27200
H  -2.61709  1.65577  -4.14160
C  2.25296  0.45473  3.18617
C  1.86790  -1.74774  0.76167
H  -1.80547  -1.82594  1.79961
H  -1.12783  -0.33358  -4.24347
H  2.21343  -1.09861  -0.12955
C  -1.17905  1.94214  -1.08847
H  -2.25483  3.38778  -2.34619
H  2.60051  -1.85661  1.53527
H  -1.04882  2.51812  -0.10822
H  -0.03435  -0.99494  -2.35780
H  -0.64511  -2.81691  2.28165
H  3.03440  0.21862  2.44132
C  -1.33034  0.33231  -3.36658
C  -1.92614  2.38878  -2.18848
N  -0.84403  -1.92624  1.91991
C  -0.62327  0.71099  -1.09554
H  2.67311  0.82171  4.07774
C  1.00030  0.08764  3.02353
H  0.32697  0.06220  3.89846

Cartesian forces, eV/Å:
-1.754 -1.731 -0.777
0.679 -0.346 1.987
-0.439 -0.478 0.208
-0.065 1.009 1.787
-1.255 1.371 -1.675
1.325 -0.782 -1.126
-0.228 2.073 -2.017
-1.528 0.499 -0.281
-1.093 1.000 0.386
0.148 -0.862 1.529
-0.495 1.668 2.034
-0.603 0.637 0.550
0.716 -0.101 0.127
-0.465 -0.392 -1.757
0.171 -0.373 0.278
0.619 -1.123 0.340
-0.607 0.579 -0.001
1.570 -1.107 -0.065
0.909 -1.540 -1.674
1.851 2.094 -0.701
1.254 -2.848 0.014
0.177 0.458 1.246
-1.011 -0.228 0.201
0.125 0.523 -0.614

---

Below is a structure of composition C13H37Ag2FO14P3 at a distorted geometry, with properties calculated with ωB97M-V/def2-TZVPD.

Values from the calculation:
- HOMO: -11.367 eV
- Charge: +1
- Electronic energy: -2988.64055 Ha
- Molecular weight: 745.08 g/mol
- ΔE to the lowest compared entry with this formula, charge and spin: 0.0 kJ/mol

Geometry (Å):
H  -5.07597  -0.64042  -1.16128
O  0.72629  1.35471  -2.07925
Ag  -2.92623  -0.90859  3.74743
O  -0.87050  -4.10478  -3.07621
C  0.22316  2.57858  -2.63388
H  -0.29322  -3.89710  -4.96288
F  -1.05251  0.03045  2.93866
C  5.45685  -2.85494  2.35347
H  -1.89196  -1.04485  0.46254
H  1.60329  -1.20794  3.65874
C  -5.50269  0.34835  -1.34945
H  -0.97314  -4.76021  -1.23564
H  -3.33032  -0.97730  -0.63786
H  -7.10428  2.77755  0.29138
H  -0.02538  2.44168  -3.68935
O  -3.25553  2.34814  -1.20931
O  -4.10513  2.82922  1.13136
O  4.91894  -0.21162  3.77937
O  -5.43135  3.55712  -0.75770
H  5.89340  2.43157  1.72366
C  -0.43241  -4.03198  -1.82425
H  1.27821  0.96662  1.66139
H  -2.86196  1.15222  1.35540
H  0.94951  3.38986  -2.58072
H  4.25789  2.62094  1.07727
H  -6.48646  4.36400  0.85260
H  0.64768  -4.25203  -1.86408
H  -0.70787  2.83773  -2.12801
H  0.35156  2.36949  1.08949
H  4.63851  -3.56208  2.25100
C  3.60956  -0.74752  -1.55227
O  5.12235  -1.63588  1.63217
H  -3.31287  2.07147  2.83325
H  1.52031  -1.98853  2.05500
H  -1.74430  -0.35756  -1.18321
O  1.99758  1.84156  -0.02093
H  4.30731  -0.06063  -2.02966
H  5.67260  -2.66503  3.40749
C  -3.06884  2.15296  1.76323
C  0.07844  -3.63151  -3.98021
H  -7.37579  4.19012  -0.68032
H  -5.06134  0.78539  -2.23603
H  3.47536  -1.62891  -2.17074
O  -5.25669  1.17420  -0.18200
H  0.15668  0.78791  0.27020
H  1.03699  -4.12822  -3.79970
C  -6.65059  3.72599  -0.00992
P  2.16860  1.35546  -1.48608
C  4.87474  2.06249  1.77829
O  2.35930  -0.15048  -1.30153
C  -0.60088  -2.64132  -1.26328
P  -4.42611  2.45513  -0.36259
C  -2.25796  -1.13357  -0.58928
H  -0.26158  -1.92442  -2.01555
P  4.51731  -0.42665  2.39692
O  -1.97767  -2.41444  -1.08811
H  4.49642  2.19714  2.79164
C  2.18537  -1.59806  2.81973
Ag  -0.71624  1.63839  4.35673
H  -0.06753  -2.53110  -0.30929
C  0.85297  1.44266  0.77782
H  2.83268  -2.38604  3.21657
H  0.16619  -2.54206  -3.92808
O  3.20015  2.03141  -2.22503
H  -2.12115  2.69153  1.63601
H  4.05088  -1.03944  -0.59109
H  -6.57360  0.18218  -1.44455
O  4.83169  0.70508  1.39858
O  2.96649  -0.56558  2.21246
H  6.37483  -3.23850  1.91941

Cartesian forces, eV/Å:
0.048 0.295 -0.124
-0.941 0.252 -0.676
0.560 0.137 -0.585
-1.478 -0.562 -2.701
-0.566 0.342 -0.406
0.136 0.039 -0.245
-0.737 0.049 0.870
0.329 0.338 -0.041
-0.201 0.086 -0.282
0.048 0.146 -0.130
-0.218 -0.697 0.440
-0.031 -0.199 0.431
0.094 0.001 0.107
0.412 -0.028 0.051
0.180 -0.252 0.126
0.636 -0.119 -0.595
-0.384 0.385 0.780
0.185 -0.219 0.727
-0.887 0.770 -0.163
0.140 -0.082 0.028
1.396 0.414 2.142
-0.198 -0.197 -0.088
-0.304 0.112 0.045
0.020 -0.077 0.180
-0.016 -0.012 0.004
0.132 0.002 0.046
0.015 -0.226 0.798
0.138 0.014 0.154
-0.066 -0.187 -0.208
0.047 -0.097 -0.073
1.208 -0.618 0.510
0.641 -1.437 0.150
0.014 0.033 -0.088
-0.046 -0.099 0.014
-0.224 -0.048 0.142
-0.906 0.975 1.672
-0.185 0.043 -0.121
-0.243 0.226 -0.093
1.112 -0.543 0.367
-0.295 0.074 -0.794
0.265 0.152 0.044
-0.015 0.033 -0.153
-0.113 -0.057 -0.095
-0.946 -2.107 -0.043
0.022 -0.104 -0.221
0.140 0.176 -0.112
-0.682 0.113 -0.415
-0.423 0.075 -0.254
-0.255 0.870 0.108
-0.268 -2.084 -0.076
-0.291 0.045 0.011
0.885 1.053 -0.261
0.740 0.017 0.120
0.503 0.197 0.310
0.158 0.456 0.498
-0.668 -0.037 0.369
0.063 0.023 0.030
0.531 0.007 0.132
0.238 -0.149 -0.457
0.136 0.160 -0.075
0.978 0.757 0.408
-0.188 -0.021 -0.111
0.299 -0.033 -0.049
1.042 1.116 -0.593
-0.139 0.085 0.127
-0.113 -0.057 -0.265
-0.043 0.405 -0.092
0.327 0.052 -0.951
-1.622 -0.072 -0.077
-0.127 -0.108 -0.231